(1)
CHClFNS | wB97M-V/def2-TZVPD

The calculation puts the molecular weight at 113.5 g/mol. The HOMO-LUMO gap (alpha / beta) comes out at 8.28 / 8.27 eV. The calculation puts the HOMO energy (alpha / beta) at -9.22 / -9.22 eV. Its energy relative to the best compared isomer or geometry (same formula, charge and spin) is 262.2 kJ/mol. The value obtained for the electronic energy is -1051.550738 Eh.

Element x y z (Å)
C 0.924 0.427 0.054
N -0.998 -0.516 0.432
F 1.606 0.140 1.075
S 1.000 1.560 -1.007
Cl -1.969 -0.211 -0.933
H -0.564 -1.400 0.379

(2)
CHClNO2P | wB97M-V/def2-TZVPD

The calculation puts the molecular weight at 125.5 g/mol. The HOMO-LUMO gap comes out at 9.74 eV. The calculation puts the HOMO energy at -10.78 eV. Its energy relative to the best compared isomer or geometry (same formula, charge and spin) is 186.3 kJ/mol. The value obtained for the electronic energy is -1045.443864 Eh.

Element x y z (Å)
C -0.876 -0.729 -0.703
N 1.650 0.545 0.731
O -1.588 -1.150 -1.520
O -0.366 1.790 -0.381
P 0.280 0.555 -0.023
Cl -1.304 -0.783 1.208
H 2.204 -0.227 0.688

(3)
CHClNOP | wB97M-V/def2-TZVPD

The calculation puts the molecular weight at 109.5 g/mol. The HOMO-LUMO gap (alpha / beta) comes out at 8.26 / 8.26 eV. The calculation puts the HOMO energy (alpha / beta) at -9.45 / -9.45 eV. Its energy relative to the best compared isomer or geometry (same formula, charge and spin) is 180.4 kJ/mol. The value obtained for the electronic energy is -970.205544 Eh.

Element x y z (Å)
C -1.431 1.981 -0.266
N -0.603 -0.548 -0.349
O -0.798 2.905 -0.052
P -1.561 0.201 0.609
Cl -3.306 -0.474 -0.178
H 0.328 -0.684 -0.094

(4)
CHClS | wB97M-V/def2-TZVPD

The calculation puts the molecular weight at 80.5 g/mol. The HOMO-LUMO gap (alpha / beta) comes out at 7.76 / 8.16 eV. The calculation puts the HOMO energy (alpha / beta) at -8.81 / -9.20 eV. Its energy relative to the best compared isomer or geometry (same formula, charge and spin) is 239.5 kJ/mol. The value obtained for the electronic energy is -896.923322 Eh.

Element x y z (Å)
C 0.161 0.210 -0.093
S -0.234 1.662 -0.547
Cl 0.527 -1.177 -0.874
H -0.454 -0.694 1.514

(5)
CHClS3 | wB97M-V/def2-TZVPD

The calculation puts the molecular weight at 144.7 g/mol. The HOMO-LUMO gap comes out at 9.36 eV. The calculation puts the HOMO energy at -9.48 eV. Its energy relative to the best compared isomer or geometry (same formula, charge and spin) is 0.3 kJ/mol. The value obtained for the electronic energy is -1693.437660 Eh.

Element x y z (Å)
C -4.836 0.002 0.116
S -5.184 0.553 1.532
S -4.581 -0.763 -1.208
S -0.155 0.069 -1.542
Cl -1.250 0.950 -0.112
H 1.018 0.623 -1.282

(6)
CHF2IO | wB97M-V/def2-TZVPD

The calculation puts the molecular weight at 193.9 g/mol. The HOMO-LUMO gap (alpha / beta) comes out at 7.36 / 7.14 eV. The calculation puts the HOMO energy (alpha / beta) at -8.55 / -8.52 eV. Its energy relative to the best compared isomer or geometry (same formula, charge and spin) is 400.4 kJ/mol. The value obtained for the electronic energy is -611.220423 Eh.

Element x y z (Å)
C 0.268 0.230 -0.666
O 1.540 -1.433 -1.591
F 1.208 1.130 -0.596
F -0.592 0.477 -1.602
I 0.518 -3.025 -1.461
H -0.055 -0.231 0.255